Entry 1:
{"formula": "C19H43O2P3STl", "method": "the ωB97M-V functional and the def2-TZVPD basis", "symbols": ["Tl", "P", "P", "P", "H", "C", "C", "H", "C", "C", "C", "C", "C", "C", "C", "C", "C", "H", "H", "H", "H", "H", "H", "H", "H", "H", "H", "H", "H", "H", "H", "H", "H", "H", "H", "H", "H", "H", "H", "H", "H", "H", "H", "H", "H", "H", "C", "C", "C", "C", "C", "C", "O", "H", "H", "H", "H", "H", "H", "C", "S", "C", "O", "H", "H", "H", "H", "H", "H"], "coordinates": [[0.494, -2.057, 2.916], [-0.388, 1.604, -1.458], [-1.468, -1.983, -1.228], [2.245, 1.087, 1.205], [2.777, -6.908, 0.230], [3.091, -6.435, 1.179], [2.235, -6.387, 2.202], [1.216, -6.739, 2.036], [0.615, 1.851, -2.981], [-2.059, 1.596, -2.249], [-0.423, 3.350, -0.849], [-1.473, -3.789, -0.846], [-3.304, -1.830, -1.546], [-0.941, -2.136, -3.010], [3.291, 0.321, 2.522], [1.950, 2.701, 2.080], [3.626, 1.616, 0.081], [4.163, -6.204, 1.294], [2.581, -6.130, 3.208], [0.243, 2.727, -3.531], [0.550, 0.953, -3.608], [1.663, 2.002, -2.692], [-2.134, 2.458, -2.928], [-2.826, 1.675, -1.466], [-2.221, 0.667, -2.812], [-0.118, 4.025, -1.662], [0.277, 3.455, -0.010], [-1.431, 3.617, -0.499], [-2.368, -4.304, -1.241], [-1.430, -3.886, 0.250], [-0.548, -4.228, -1.249], [-3.579, -2.480, -2.398], [-3.541, -0.777, -1.774], [-3.848, -2.135, -0.635], [-1.686, -2.723, -3.577], [0.037, -2.645, -3.030], [-0.835, -1.134, -3.457], [3.934, 1.096, 2.972], [3.925, -0.466, 2.087], [2.651, -0.123, 3.304], [2.794, 2.924, 2.754], [1.029, 2.582, 2.671], [1.827, 3.522, 1.358], [4.496, 1.957, 0.667], [3.290, 2.421, -0.591], [3.915, 0.745, -0.528], [2.251, -3.820, 0.697], [3.144, -3.983, -0.500], [4.199, -2.948, -0.567], [4.849, -2.653, 0.601], [4.206, -2.928, 1.841], [2.883, -3.339, 1.911], [1.098, -4.231, 0.472], [2.395, -3.996, -1.306], [3.578, -4.988, -0.339], [4.494, -2.579, -1.550], [5.825, -2.143, 0.631], [4.698, -2.762, 2.803], [2.494, -3.682, 2.899], [-2.574, 2.376, 1.904], [-1.672, 0.820, 1.795], [-3.069, -0.292, 2.178], [-0.791, 0.757, 3.037], [-3.162, 2.395, 2.835], [-3.217, 2.439, 1.014], [-1.808, 3.164, 1.915], [-3.841, -0.198, 1.401], [-2.619, -1.299, 2.170], [-3.448, -0.006, 3.174]], "forces_ev_per_a": [[-0.345, 0.199, 0.094], [-0.301, 1.492, -1.145], [-2.424, -2.911, -3.305], [2.135, 2.205, 0.730], [0.195, 0.530, 0.463], [0.087, -1.206, 0.490], [0.602, -0.592, -0.489], [0.215, 0.194, 0.347], [0.477, -0.703, 0.314], [-0.116, -0.653, 0.484], [0.220, -0.265, 0.721], [1.109, 0.102, 1.321], [-0.035, 1.432, 1.165], [1.293, 1.141, 0.329], [-0.387, -1.082, 0.031], [-1.092, -0.207, -0.217], [-0.582, -0.611, -0.744], [-0.577, -0.115, -0.013], [-0.326, 0.061, -0.300], [0.050, -0.264, 0.188], [0.119, 0.295, 0.028], [-0.201, 0.018, -0.256], [0.080, -0.225, 0.213], [0.081, 0.011, -0.292], [-0.020, 0.344, 0.004], [-0.143, -0.245, 0.232], [-0.235, 0.211, -0.255], [0.342, -0.083, -0.125], [0.194, 0.663, 0.053], [-0.099, -0.469, -0.375], [-0.366, 0.125, 0.293], [0.444, 0.245, 0.424], [-0.213, -0.544, 0.007], [0.138, 0.142, -0.462], [0.148, 0.198, 0.559], [-0.371, 0.242, -0.137], [-0.036, -0.495, -0.060], [-0.383, -0.218, -0.262], [-0.282, 0.313, 0.183], [0.417, 0.249, -0.106], [-0.270, -0.194, -0.381], [0.342, 0.273, -0.037], [0.072, -0.306, 0.305], [-0.451, -0.122, -0.039], [0.147, -0.289, 0.266], [0.112, 0.393, 0.123], [-0.847, -1.163, -1.508], [-1.119, 1.188, 0.021], [1.311, -0.446, 0.608], [0.423, 0.865, -1.372], [-1.784, -0.704, 0.853], [0.847, -0.593, 1.016], [0.316, 1.477, 1.939], [0.891, -0.200, -0.242], [0.014, 0.461, -0.488], [0.415, -0.201, 0.334], [-0.662, -0.061, -0.199], [0.172, 0.051, -0.423], [0.312, 0.324, -0.833], [0.137, -0.127, 0.077], [-0.594, 0.060, 1.121], [0.465, 0.261, -0.120], [0.083, -0.429, -1.025], [0.236, 0.020, -0.360], [0.124, 0.158, 0.305], [-0.366, -0.132, -0.046], [0.177, -0.060, 0.273], [-0.455, 0.264, 0.144], [0.138, -0.294, -0.444]], "nbo_charge": [0.90, 0.98, 1.27, 1.08, 0.22, -0.44, -0.38, 0.21, -0.94, -0.94, -0.94, -0.94, -0.93, -0.93, -0.93, -0.94, -0.94, 0.21, 0.20, 0.27, 0.25, 0.25, 0.28, 0.24, 0.23, 0.27, 0.24, 0.26, 0.29, 0.26, 0.29, 0.29, 0.25, 0.26, 0.29, 0.26, 0.25, 0.28, 0.25, 0.22, 0.27, 0.27, 0.25, 0.28, 0.25, 0.25, 0.59, -0.60, -0.02, -0.32, -0.04, -0.51, -0.64, 0.25, 0.33, 0.24, 0.26, 0.25, 0.23, -0.81, 1.19, -0.80, -1.00, 0.27, 0.24, 0.26, 0.25, 0.21, 0.28], "total_energy_ev": -67858.214, "max_force_ev_per_a": 5.0, "molar_mass_g_mol": 632.92, "relative_energy_kj_mol": 80.1, "homo_lumo_gap_ha": [0.1443, 0.1341], "e_lumo_ev": [-12.418, -12.694], "charge": 3}


Entry 2:
{"formula": "C24H48Cl8O12", "method": "the ωB97M-V functional and the def2-TZVPD basis", "symbols": ["C", "Cl", "Cl", "H", "H", "C", "Cl", "Cl", "H", "H", "C", "Cl", "Cl", "H", "H", "C", "Cl", "Cl", "H", "H", "C", "C", "O", "C", "O", "O", "C", "H", "H", "H", "H", "H", "H", "H", "H", "C", "C", "O", "C", "O", "O", "C", "H", "H", "H", "H", "H", "H", "H", "H", "O", "C", "O", "C", "C", "C", "H", "H", "H", "H", "H", "H", "H", "H", "O", "C", "O", "C", "C", "C", "H", "H", "H", "H", "H", "H", "H", "H", "O", "C", "O", "C", "C", "C", "H", "H", "H", "H", "H", "H", "H", "H"], "coordinates": [[-0.308, 1.255, -5.095], [-1.990, 1.682, -4.722], [0.270, 2.383, -6.270], [0.353, 1.193, -4.230], [-0.338, 0.282, -5.586], [-3.383, -2.948, -3.631], [-2.979, -4.644, -3.621], [-2.055, -1.988, -4.318], [-4.260, -2.871, -4.274], [-3.532, -2.608, -2.606], [4.068, -2.745, 5.627], [4.648, -2.707, 7.365], [5.139, -3.516, 4.474], [3.134, -3.294, 5.509], [3.893, -1.721, 5.298], [-2.104, -3.323, 1.920], [-0.600, -3.758, 2.833], [-1.985, -3.746, 0.186], [-2.941, -3.895, 2.321], [-2.358, -2.276, 2.084], [2.760, -1.154, 1.827], [1.363, -0.582, 1.955], [0.876, -0.638, 0.601], [-0.417, -0.483, 0.274], [-1.310, -0.264, 1.163], [-0.549, -0.382, -1.094], [-1.764, 0.102, -1.621], [3.204, -1.120, 2.822], [3.431, -0.645, 1.135], [2.853, -2.189, 1.498], [1.350, 0.443, 2.326], [0.838, -1.159, 2.716], [-2.166, -0.762, -2.149], [-1.728, 0.953, -2.302], [-2.508, 0.272, -0.843], [2.033, -3.058, -1.671], [1.249, -2.525, -2.830], [1.962, -2.816, -3.996], [2.333, -1.848, -4.812], [2.225, -0.623, -4.681], [2.786, -2.445, -5.901], [3.375, -1.721, -6.894], [3.019, -2.620, -1.514], [2.206, -4.133, -1.731], [1.430, -2.936, -0.772], [1.079, -1.458, -2.684], [0.337, -3.122, -2.831], [4.010, -0.886, -6.597], [2.636, -1.331, -7.593], [4.005, -2.483, -7.353], [3.199, 2.080, 1.901], [3.846, 2.585, 0.989], [3.598, 3.776, 0.429], [2.365, 4.364, 0.586], [2.492, 5.812, 0.123], [5.161, 1.927, 0.547], [2.095, 4.387, 1.641], [1.626, 3.831, -0.014], [2.796, 5.857, -0.923], [3.160, 6.474, 0.675], [1.494, 6.250, 0.146], [5.458, 2.290, -0.437], [4.957, 0.864, 0.423], [5.906, 2.023, 1.337], [-4.715, -0.608, -1.463], [-5.900, -0.389, -1.335], [-6.511, 0.626, -0.713], [-5.678, 1.635, -0.213], [-5.074, 2.626, -1.247], [-6.909, -1.329, -1.921], [-5.000, 1.159, 0.495], [-6.320, 2.200, 0.462], [-4.419, 3.321, -0.721], [-5.848, 3.165, -1.792], [-4.444, 2.098, -1.963], [-7.756, -0.828, -2.390], [-7.313, -1.842, -1.048], [-6.422, -1.969, -2.657], [0.851, -0.562, 5.468], [-0.079, 0.070, 4.956], [-0.141, 1.286, 4.371], [0.905, 2.255, 4.421], [0.786, 3.200, 5.629], [-1.409, -0.586, 4.837], [0.801, 2.730, 3.445], [1.878, 1.798, 4.241], [-0.280, 3.370, 5.781], [1.150, 4.195, 5.373], [1.396, 2.927, 6.490], [-1.725, -0.528, 3.795], [-2.097, -0.036, 5.479], [-1.473, -1.646, 5.085]], "forces_ev_per_a": [[0.031, -0.904, -0.501], [-0.165, -0.052, 0.668], [0.577, 0.553, -0.362], [-0.320, 0.284, 0.033], [0.005, 0.070, 0.235], [-0.319, -0.272, 0.032], [0.267, -0.482, 0.152], [0.016, 0.316, 0.075], [0.167, 0.484, 0.240], [-0.257, 0.022, -0.269], [-0.538, 0.306, 0.410], [-0.439, -0.187, -1.495], [0.570, -0.074, 0.015], [0.100, 0.090, 0.752], [0.234, -0.082, 0.324], [-0.077, -0.493, 0.541], [-0.900, 0.390, -0.619], [0.110, 0.454, 0.391], [0.371, -0.229, -0.019], [0.539, 0.005, -0.398], [0.811, -0.001, 0.459], [1.224, -0.425, 0.530], [-2.767, -0.203, -2.263], [-0.168, 1.528, 5.254], [2.384, -1.018, -4.247], [-0.351, 0.720, 0.358], [-0.603, -0.560, 2.247], [0.188, 0.103, -0.009], [-0.318, 0.578, 0.174], [-0.798, -0.197, 0.161], [0.119, 0.156, -0.475], [-0.700, -0.338, -0.662], [-0.198, -0.535, -1.188], [0.837, -0.061, -0.705], [0.243, 0.110, 0.245], [0.288, -0.545, 1.064], [0.224, -0.256, 1.372], [0.117, 0.073, -0.736], [-0.536, 1.924, -0.780], [0.061, -2.067, 0.327], [-0.732, -0.992, 2.170], [1.261, 0.711, -2.048], [-0.135, 0.365, -0.123], [-0.111, -0.063, -0.358], [0.101, 0.192, 0.200], [-0.152, -0.049, -0.447], [-0.330, 0.403, -0.440], [-0.133, -0.079, 0.510], [-0.020, -0.095, -0.103], [0.031, 0.433, -0.584], [-0.094, 0.868, -1.390], [0.807, -0.839, 1.773], [1.906, -1.759, -0.616], [-0.873, 1.926, 0.776], [-0.675, 0.027, -0.773], [-1.170, 0.157, -0.589], [-0.280, -0.387, 0.028], [-0.170, -0.023, 0.116], [0.122, -0.107, -0.043], [0.042, -0.469, 0.318], [-0.046, 0.135, 0.126], [0.393, 0.250, 0.329], [-0.019, -0.008, 0.180], [0.021, 0.254, -0.233], [0.381, 0.926, 0.642], [-0.961, -0.647, -1.151], [0.375, -0.731, -1.063], [0.296, 1.650, 1.222], [0.079, -1.197, 0.469], [-0.248, 0.209, 0.120], [0.753, 0.134, -0.441], [-0.191, 0.137, -0.188], [-0.204, 0.124, 0.058], [0.015, -0.031, 0.158], [-0.061, -0.051, -0.124], [0.146, 0.199, 0.091], [-0.077, -0.563, -0.252], [-0.141, -0.197, 0.400], [-0.706, 2.473, -1.182], [1.097, -2.181, 0.736], [0.005, -0.954, 0.827], [0.944, 0.291, -0.577], [0.221, 0.255, -1.138], [-0.992, -0.091, -0.384], [-0.422, 0.713, 0.255], [0.154, -0.353, 0.860], [0.068, -0.306, 0.660], [0.205, -0.002, -0.351], [-0.612, -0.463, 0.107], [-0.282, 0.399, -0.004], [-0.266, 0.012, -0.219], [0.651, 0.207, 0.363]], "lowdin_spin": [0.00, 0.08, 0.02, 0.00, 0.00, 0.00, 0.01, 0.13, 0.00, 0.00, 0.00, 0.00, 0.00, 0.00, 0.00, 0.00, 0.00, 0.00, 0.00, 0.00, 0.00, 0.01, 0.01, -0.01, 0.16, 0.35, 0.12, 0.00, 0.00, 0.00, 0.00, 0.00, 0.06, 0.03, 0.00, 0.00, 0.00, 0.00, 0.00, 0.00, 0.00, 0.00, 0.00, 0.00, 0.00, 0.00, 0.00, 0.00, 0.00, 0.00, 0.00, 0.00, 0.00, 0.00, 0.00, 0.00, 0.00, 0.00, 0.00, 0.00, 0.00, 0.00, 0.00, 0.00, 0.00, 0.00, 0.00, 0.00, 0.00, 0.00, 0.00, 0.00, 0.00, 0.00, 0.00, 0.00, 0.00, 0.00, 0.00, 0.00, 0.00, 0.00, 0.00, 0.00, 0.00, 0.00, 0.00, 0.00, 0.00, 0.00, 0.00, 0.00], "total_energy_ev": -150405.241, "max_force_ev_per_a": 5.5, "molar_mass_g_mol": 812.26, "homo_lumo_gap_ha": [0.3636, 0.0883], "multiplicity": 2, "e_lumo_ev": [-2.325, -9.815], "charge": 1}